No. 1
{
  "formula": "C5H4F2",
  "method": "ωB97M-V/def2-TZVPD",
  "species": ["C", "C", "C", "F", "F", "H", "H", "C", "C", "H", "H"],
  "positions_angstrom": [[1.854, 0.679, -1.862], [0.744, 0.091, -1.578], [-0.339, -0.584, -1.407], [-1.453, -0.328, -2.164], [-0.565, -1.703, -0.652], [2.654, 0.251, -2.552], [2.300, 1.458, -1.194], [-1.674, 0.097, 3.343], [-0.796, 0.033, 2.459], [-2.434, 0.076, 4.134], [-0.291, -0.069, 1.473]],
  "mulliken_charge": [-0.585, 0.404, 0.159, -0.223, -0.205, 0.221, 0.232, -0.151, -0.242, 0.360, 0.031],
  "relative_energy_kcal_mol": 92.4,
  "e_lumo_ev": 0.57,
  "multiplicity": 1,
  "e_homo_ev": -10.15,
  "total_charge": 0,
  "gap_ha": 0.394,
  "smiles": "C=C=C(F)F.C#C"
}

---

No. 2
{
  "formula": "C10H20Cl10F4Mg2N2O8S4",
  "method": "ωB97M-V/def2-TZVPD",
  "species": ["Mg", "Mg", "N", "S", "O", "O", "F", "S", "O", "O", "F", "N", "S", "O", "O", "F", "S", "O", "O", "F", "Cl", "C", "C", "Cl", "H", "H", "H", "H", "Cl", "C", "C", "Cl", "H", "H", "H", "H", "Cl", "C", "C", "Cl", "H", "H", "H", "H", "Cl", "C", "C", "Cl", "H", "H", "H", "H", "Cl", "C", "C", "Cl", "H", "H", "H", "H"],
  "positions_angstrom": [[2.229, -2.324, -1.875], [-1.978, -3.370, 0.515], [1.333, -3.718, -1.054], [0.219, -4.777, -1.552], [-1.115, -4.380, -1.106], [0.598, -6.146, -1.571], [0.175, -4.282, -3.043], [1.293, -4.361, 0.581], [2.135, -5.485, 0.870], [0.025, -4.219, 1.267], [2.092, -3.169, 1.208], [-1.190, -1.667, 0.325], [-0.903, -0.584, 1.419], [-1.752, 0.568, 1.489], [0.459, -0.541, 1.861], [-1.586, -1.525, 2.562], [-0.545, -0.733, -0.969], [0.851, -1.003, -1.187], [-1.125, 0.514, -1.279], [-1.299, -1.737, -1.960], [-1.442, 3.794, -5.771], [-1.474, 2.036, -5.659], [-0.639, 1.573, -4.485], [-0.723, -0.233, -4.453], [-1.109, 1.608, -6.591], [-2.527, 1.792, -5.541], [-1.041, 1.899, -3.530], [0.422, 1.791, -4.561], [-4.874, 3.960, -0.654], [-3.302, 3.232, -0.853], [-2.389, 3.601, 0.324], [-1.897, 5.305, 0.074], [-2.775, 3.590, -1.735], [-3.506, 2.163, -0.924], [-1.431, 3.082, 0.309], [-2.805, 3.580, 1.328], [-6.732, 1.239, 1.854], [-5.802, 0.243, 2.987], [-4.340, 0.654, 3.025], [-4.214, 2.276, 3.667], [-5.876, -0.815, 2.723], [-6.241, 0.313, 3.980], [-3.922, 0.623, 2.022], [-3.803, -0.110, 3.592], [4.116, 2.517, 2.862], [3.140, 1.025, 3.019], [3.909, 0.098, 3.948], [5.023, -0.949, 2.980], [3.011, 0.509, 2.074], [2.200, 1.338, 3.467], [3.225, -0.608, 4.421], [4.450, 0.602, 4.741], [3.744, -1.067, -0.759], [4.730, 0.376, -0.392], [6.118, 0.206, -0.954], [6.941, -1.151, -0.198], [4.758, 0.482, 0.693], [4.236, 1.279, -0.750], [6.762, 1.062, -0.756], [6.162, 0.029, -2.028]],
  "mulliken_charge": [0.835, 1.503, 0.004, 1.010, -0.413, -0.437, -0.249, 0.765, -0.402, -0.522, -0.104, 0.041, 0.625, -0.288, -0.426, -0.416, 0.587, -0.152, -0.223, -0.338, -0.164, -0.453, -0.014, -0.252, 0.344, 0.293, -0.096, 0.375, -0.159, -0.080, -0.069, -0.174, 0.321, 0.002, 0.037, 0.130, -0.139, -0.531, 0.095, -0.148, 0.278, 0.366, -0.084, 0.212, -0.161, -0.070, -0.456, -0.149, -0.098, 0.334, 0.280, 0.419, 0.229, -0.202, -0.594, -0.124, -0.027, 0.426, 0.357, 0.344],
  "e_lumo_ev": -9.07,
  "multiplicity": 1,
  "e_homo_ev": -13.87,
  "total_charge": 2,
  "gap_ha": 0.176
}

---

No. 3
{
  "formula": "C42H97F12N9O20PtS4",
  "method": "ωB97M-V/def2-TZVPD",
  "species": ["Pt", "C", "F", "F", "F", "S", "O", "O", "N", "S", "O", "O", "C", "F", "F", "F", "C", "F", "F", "F", "S", "O", "O", "N", "S", "O", "O", "C", "F", "F", "F", "C", "C", "C", "O", "C", "N", "H", "H", "H", "H", "H", "H", "H", "H", "H", "H", "H", "C", "C", "C", "O", "C", "N", "H", "H", "H", "H", "H", "H", "H", "H", "H", "H", "H", "C", "O", "C", "C", "N", "C", "C", "O", "C", "H", "H", "H", "H", "H", "H", "H", "H", "H", "H", "H", "H", "H", "H", "H", "C", "O", "C", "C", "N", "C", "C", "O", "C", "H", "H", "H", "H", "H", "H", "H", "H", "H", "H", "H", "H", "H", "H", "H", "C", "O", "C", "C", "N", "C", "C", "O", "C", "H", "H", "H", "H", "H", "H", "H", "H", "H", "H", "H", "H", "H", "H", "H", "C", "O", "C", "C", "N", "C", "C", "O", "C", "H", "H", "H", "H", "H", "H", "H", "H", "H", "H", "H", "H", "H", "H", "H", "C", "O", "C", "C", "N", "C", "C", "O", "C", "H", "H", "H", "H", "H", "H", "H", "H", "H", "H", "H", "H", "H", "H", "H"],
  "positions_angstrom": [[-1.421, 4.801, -2.916], [-1.329, 6.219, -8.218], [-0.692, 5.011, -8.421], [-0.633, 7.173, -7.628], [-1.583, 6.679, -9.433], [-3.031, 5.944, -7.333], [-3.262, 7.191, -6.555], [-4.012, 5.766, -8.438], [-2.700, 4.612, -6.152], [-3.056, 3.350, -7.031], [-2.601, 3.277, -8.447], [-2.643, 2.150, -6.330], [-4.996, 3.186, -6.968], [-5.412, 2.557, -8.062], [-5.350, 2.393, -5.956], [-5.539, 4.422, -6.854], [-3.272, 1.796, 1.030], [-3.710, 3.045, 0.823], [-2.421, 1.770, 2.081], [-4.273, 0.926, 1.290], [-2.404, 1.277, -0.639], [-2.307, -0.183, -0.719], [-3.246, 1.892, -1.621], [-0.935, 2.256, -0.671], [0.132, 1.299, 0.007], [1.290, 2.214, 0.267], [-0.306, 0.453, 1.093], [0.752, 0.171, -1.412], [0.299, 0.483, -2.651], [2.072, 0.165, -1.512], [0.471, -1.144, -1.176], [-2.895, 2.519, 8.711], [-1.912, 1.271, 8.365], [-2.518, -0.132, 8.201], [-2.915, -0.731, 9.447], [-2.636, -2.079, 9.522], [-1.161, 1.639, 7.173], [-3.914, 2.242, 8.438], [-2.690, 3.452, 8.186], [-2.979, 2.801, 9.760], [-1.221, 1.106, 9.192], [-1.727, -0.728, 7.747], [-3.296, -0.042, 7.444], [-1.579, -2.343, 9.550], [-3.018, -2.628, 8.661], [-3.097, -2.452, 10.436], [-1.194, 2.607, 6.886], [-1.604, 1.133, 6.420], [12.169, 0.440, -1.031], [11.184, 0.089, -2.133], [9.636, -0.123, -1.678], [9.602, -1.369, -0.977], [8.381, -1.688, -0.299], [11.244, 1.268, -2.980], [11.858, -0.291, -0.285], [12.238, 1.492, -0.752], [13.167, 0.138, -1.347], [11.571, -0.730, -2.740], [9.054, -0.188, -2.598], [9.219, 0.722, -1.131], [7.973, -1.227, 0.601], [8.457, -2.684, 0.136], [7.668, -1.625, -1.122], [12.224, 1.418, -3.172], [10.860, 2.054, -2.475], [-4.327, 6.392, -2.352], [-2.947, 6.437, -1.884], [-2.725, 7.710, -1.270], [-1.348, 7.794, -0.759], [-0.423, 7.355, -1.803], [0.965, 7.109, -1.350], [1.798, 6.618, -2.563], [1.044, 5.694, -3.374], [1.900, 4.985, -4.204], [-4.589, 7.251, -2.971], [-5.020, 6.436, -1.512], [-4.555, 5.563, -3.022], [-3.456, 7.866, -0.476], [-2.855, 8.508, -2.001], [-1.227, 7.354, 0.231], [-1.138, 8.820, -0.458], [-0.409, 8.198, -2.359], [0.856, 6.317, -0.609], [1.345, 8.081, -1.036], [2.807, 6.430, -2.195], [1.942, 7.580, -3.054], [1.237, 4.235, -4.635], [2.635, 4.338, -3.725], [2.298, 5.682, -4.940], [-6.425, -4.186, 2.582], [-6.134, -5.304, 1.748], [-5.039, -4.941, 0.895], [-4.704, -6.036, -0.120], [-3.531, -5.720, -0.845], [-3.276, -6.669, -1.952], [-2.998, -8.111, -1.558], [-4.175, -8.903, -1.845], [-4.057, -10.240, -1.420], [-7.151, -3.509, 2.134], [-5.682, -3.545, 3.057], [-6.813, -4.522, 3.544], [-4.198, -4.619, 1.509], [-5.401, -4.121, 0.274], [-5.604, -6.147, -0.726], [-4.727, -6.929, 0.505], [-3.464, -4.725, -1.005], [-2.489, -6.321, -2.621], [-4.150, -6.550, -2.592], [-2.763, -8.103, -0.494], [-2.110, -8.527, -2.034], [-3.724, -10.200, -0.382], [-3.458, -10.984, -1.943], [-4.998, -10.788, -1.375], [3.771, -5.673, 2.340], [5.133, -5.978, 2.639], [5.367, -6.704, 3.768], [6.866, -6.921, 3.688], [7.299, -7.815, 2.682], [8.744, -7.934, 2.616], [9.184, -8.878, 1.410], [10.598, -8.605, 1.158], [11.220, -9.231, -0.013], [3.466, -5.020, 3.158], [3.209, -6.604, 2.407], [3.503, -5.294, 1.354], [4.653, -7.527, 3.814], [5.126, -6.024, 4.586], [7.262, -7.281, 4.638], [7.330, -5.961, 3.465], [6.728, -7.774, 1.849], [9.135, -8.305, 3.563], [9.175, -6.951, 2.431], [8.579, -8.574, 0.555], [9.010, -9.927, 1.647], [10.435, -9.562, -0.693], [11.782, -10.122, 0.266], [12.041, -8.712, -0.507], [-6.117, 7.994, 9.588], [-5.898, 7.784, 8.187], [-7.102, 7.286, 7.609], [-7.072, 7.288, 6.068], [-6.957, 8.560, 5.375], [-7.990, 9.562, 5.750], [-7.434, 10.492, 6.792], [-8.428, 11.436, 7.384], [-7.963, 12.172, 8.463], [-5.237, 8.540, 9.928], [-6.280, 7.045, 10.098], [-7.021, 8.599, 9.650], [-7.965, 7.898, 7.874], [-7.390, 6.318, 8.020], [-8.025, 6.848, 5.772], [-6.260, 6.653, 5.715], [-6.000, 8.859, 5.257], [-8.880, 8.994, 6.024], [-8.262, 10.133, 4.862], [-6.551, 10.926, 6.322], [-7.094, 9.835, 7.592], [-8.726, 12.896, 8.748], [-7.105, 12.806, 8.240], [-7.627, 11.593, 9.323], [-0.023, -8.332, -8.702], [0.091, -8.387, -7.305], [1.444, -8.449, -6.839], [2.340, -7.154, -6.993], [1.612, -6.069, -6.280], [1.923, -4.630, -6.568], [3.368, -4.216, -6.526], [3.692, -2.795, -6.676], [3.273, -2.063, -7.829], [-1.088, -8.464, -8.896], [0.534, -9.088, -9.255], [0.109, -7.357, -9.172], [1.783, -9.429, -7.173], [1.370, -8.711, -5.784], [2.365, -6.815, -8.029], [3.396, -7.274, -6.749], [0.622, -6.235, -6.391], [1.356, -3.962, -5.920], [1.582, -4.410, -7.580], [3.840, -4.861, -7.268], [3.704, -4.598, -5.562], [2.242, -1.936, -8.159], [3.882, -2.418, -8.660], [3.586, -1.021, -7.769]],
  "mulliken_charge": [0.975, 0.704, -0.207, -0.182, -0.214, 0.857, -0.580, -0.516, -0.159, 0.928, -0.352, -0.428, 0.757, -0.221, -0.194, -0.191, 0.665, -0.214, -0.230, -0.214, 0.851, -0.554, -0.618, -0.264, 0.964, -0.725, -0.554, 0.653, -0.235, -0.240, -0.239, -1.320, 0.576, -0.847, -0.332, -0.771, -0.657, 0.297, 0.419, 0.291, 0.204, 0.424, 0.348, 0.322, 0.335, 0.248, 0.242, 0.224, -1.333, 0.387, -0.743, -0.309, -0.708, -0.757, 0.367, 0.317, 0.352, 0.293, 0.428, 0.339, 0.288, 0.243, 0.302, 0.277, 0.256, -0.809, -0.341, -0.667, -0.902, -0.140, -0.727, -0.763, -0.173, -0.786, 0.341, 0.323, 0.263, 0.415, 0.395, 0.491, 0.407, 0.143, 0.466, 0.368, 0.424, 0.397, 0.186, 0.350, 0.309, -0.863, -0.345, -0.610, -0.410, -0.311, -0.745, -0.536, -0.330, -0.803, 0.310, 0.321, 0.332, 0.416, 0.336, 0.204, 0.216, 0.235, 0.416, 0.393, 0.370, 0.495, 0.327, 0.306, 0.278, -0.749, -0.265, -0.661, -0.536, -0.297, -0.581, -0.395, -0.330, -0.688, 0.300, 0.278, 0.255, 0.427, 0.385, 0.335, 0.293, 0.252, 0.195, 0.325, 0.331, 0.316, 0.289, 0.257, 0.265, -0.677, -0.355, -0.511, -0.939, -0.262, -0.870, 0.294, -0.351, -0.702, 0.224, 0.295, 0.291, 0.330, 0.488, 0.350, 0.413, 0.276, 0.345, 0.323, 0.313, -0.108, 0.278, 0.301, 0.254, -0.721, -0.353, -0.833, -0.463, -0.347, -0.593, -0.480, -0.340, -0.789, 0.279, 0.321, 0.253, 0.495, 0.311, 0.359, 0.352, 0.273, 0.380, 0.354, 0.316, 0.315, 0.307, 0.326, 0.278],
  "e_lumo_ev": [-2.34, -6.66],
  "multiplicity": 3,
  "e_homo_ev": [-8.01, -8.01],
  "total_charge": 0,
  "gap_ha": [0.209, 0.050],
  "s2": 2.036
}

---

No. 4
{
  "formula": "C13H26IN4O3S",
  "method": "ωB97M-V/def2-TZVPD",
  "species": ["C", "C", "C", "N", "C", "C", "N", "C", "C", "I", "N", "C", "N", "C", "C", "H", "H", "H", "H", "H", "H", "H", "H", "H", "H", "H", "H", "H", "H", "H", "H", "H", "H", "O", "S", "O", "O", "C", "C", "C", "H", "H", "H", "H", "H", "H", "H", "H"],
  "positions_angstrom": [[4.810, -2.518, -3.217], [3.638, -2.562, -2.229], [2.302, -2.925, -2.869], [1.622, -1.801, -3.550], [0.979, -0.879, -2.704], [1.460, 0.392, -2.382], [2.679, 0.836, -2.818], [0.699, 1.237, -1.528], [-0.471, 0.803, -1.032], [-1.639, 1.947, 0.225], [-0.932, -0.433, -1.362], [-0.252, -1.272, -2.183], [-0.768, -2.497, -2.461], [-2.109, -2.860, -1.994], [-3.270, -2.104, -2.665], [4.978, -1.515, -3.611], [4.659, -3.203, -4.051], [5.733, -2.815, -2.721], [3.847, -3.310, -1.463], [3.557, -1.601, -1.716], [2.443, -3.719, -3.602], [1.627, -3.310, -2.106], [2.280, -1.342, -4.165], [3.030, 0.455, -3.683], [2.806, 1.837, -2.792], [1.074, 2.218, -1.276], [-1.812, -0.729, -0.966], [-0.588, -2.750, -3.427], [-2.211, -3.925, -2.188], [-2.127, -2.767, -0.907], [-3.928, -1.662, -1.915], [-2.909, -1.278, -3.277], [-3.886, -2.767, -3.263], [-0.209, 4.375, 5.568], [-1.583, 4.109, 5.868], [-1.935, 3.538, 7.128], [-2.176, 3.204, 4.694], [-1.460, 1.989, 4.389], [-1.690, 0.889, 5.405], [-2.561, 5.539, 5.577], [-0.398, 2.216, 4.279], [-1.837, 1.682, 3.415], [-1.267, 1.147, 6.374], [-1.218, -0.031, 5.059], [-2.756, 0.712, 5.543], [-2.305, 5.952, 4.606], [-2.319, 6.243, 6.370], [-3.610, 5.259, 5.627]],
  "mulliken_charge": [-1.162, -0.293, -0.680, -0.347, 0.662, 0.211, -0.406, -0.464, -0.574, 0.244, 0.071, -0.269, -0.152, -0.822, -0.978, 0.292, 0.297, 0.379, 0.345, 0.212, 0.485, 0.314, 0.480, 0.208, 0.252, 0.352, 0.156, 0.315, 0.413, 0.491, 0.309, 0.343, 0.329, -0.641, 1.198, -0.593, -0.244, -0.065, -1.081, -0.928, 0.375, -0.035, 0.327, 0.379, 0.282, 0.315, 0.374, 0.321],
  "e_lumo_ev": -3.08,
  "multiplicity": 1,
  "e_homo_ev": -11.90,
  "total_charge": 1,
  "gap_ha": 0.324
}

---

| no. | calculated total energy (hartree) |
| --- | --- |
| 1 | -392.46729 |
| 2 | -8098.15430 |
| 3 | -6565.56072 |
| 4 | -1651.35772 |